Here is 2 unconnected molecules or ions with the total composition C4H12N2O2 from OMol25. Energies are from ωB97M-V with the def2-TZVPD basis set.

The HOMO energy comes out at -0.332 Eh. For the LUMO energy, the calculation gives 0.7 eV. Its spin multiplicity is 1.

Cartesian coordinates (Å):
C1 -1.51 0.54 1.73
N1 -0.87 0.44 0.41
C2 -0.48 1.65 -0.27
C3 -0.49 -0.83 0.00
O1 -0.41 -1.73 0.83
C4 -0.23 -1.01 -1.48
N2 1.09 -0.50 -1.86
H1 -1.95 -0.43 1.90
H2 -2.31 1.26 1.63
H3 -0.82 0.80 2.51
H4 -0.81 1.73 -1.31
H5 -0.97 2.47 0.25
H6 0.60 1.79 -0.30
H7 -0.98 -0.45 -2.04
H8 -0.30 -2.07 -1.72
H9 1.77 -1.08 -1.37
H10 1.17 0.42 -1.44
O2 2.52 -1.08 0.54
H11 1.76 -1.36 1.05
H12 3.22 -0.56 0.93

Here is 2 unconnected molecules or ions with the total composition CH4N2O2S from OMol25. Energies are from ωB97M-V with the def2-TZVPD basis set.

The HOMO energy (alpha / beta) comes out at -0.313 / -0.313 Eh. For the LUMO energy (alpha / beta), the calculation gives -0.5 / -0.5 eV. Its spin multiplicity is 1.

Cartesian coordinates (Å):
C1 -1.01 -0.81 -0.34
N1 -2.07 -0.30 -0.18
N2 0.87 -0.81 1.17
O1 1.79 -1.19 -1.05
O2 1.28 1.22 -0.34
S1 1.97 -0.32 0.11
H1 -0.34 -1.35 -0.97
H2 -2.47 0.23 0.57
H3 1.73 1.55 -1.12
H4 0.65 -0.14 1.89

Here is 3 unconnected molecules or ions with the total composition C5H9FN2O7 from OMol25. Energies are from ωB97M-V with the def2-TZVPD basis set.

The HOMO energy comes out at -0.403 Eh. For the LUMO energy, the calculation gives -0.3 eV. Its spin multiplicity is 1.

Cartesian coordinates (Å):
O1 4.04 1.16 -0.67
C1 3.15 0.40 -0.43
O2 2.02 0.38 -1.16
C2 1.08 -0.51 -0.58
C3 2.04 -1.43 0.20
F1 2.55 -2.42 -0.57
O3 3.12 -0.54 0.50
H1 0.37 0.07 0.01
H2 0.51 -1.17 -1.23
H3 1.76 -1.85 1.16
C4 -1.02 3.19 -1.23
N1 0.18 3.42 -0.38
O4 1.24 3.62 -0.93
O5 0.08 3.35 0.85
H4 -0.91 3.74 -2.16
H5 -1.82 3.54 -0.59
H6 -1.19 2.13 -1.40
C5 -3.10 -2.44 1.01
N2 -1.68 -2.43 1.50
O6 -1.44 -1.71 2.45
O7 -0.86 -3.15 0.99
H7 -3.25 -3.48 0.71
H8 -3.18 -1.80 0.14
H9 -3.70 -2.07 1.83

Here is a molecular structure, C20H8B4Br4O34V from OMol25. Energies are from ωB97M-V with the def2-TZVPD basis set.

The HOMO energy comes out at -0.113 Eh. The total charge is -3. For the LUMO energy, the calculation gives 4.3 eV. Its spin multiplicity is 1.

Cartesian coordinates (Å):
O1 0.68 1.25 2.27
V1 0.24 -0.17 1.75
O2 0.29 -1.34 2.89
O3 -8.39 -1.16 2.64
C1 -7.37 -0.48 2.54
O4 -6.34 -0.61 1.74
B1 -5.49 0.56 1.83
O5 -6.28 1.46 2.77
C2 -7.24 0.77 3.37
O6 -8.01 1.26 4.19
O7 -5.22 1.33 0.64
C3 -3.94 1.21 0.36
O8 -3.50 1.59 -0.77
C4 -3.25 0.44 1.53
O9 -4.18 0.22 2.42
O10 -2.03 0.15 1.69
O11 4.95 -4.64 -3.38
C5 5.11 -3.63 -2.65
O12 4.82 -3.41 -1.35
B2 4.88 -1.96 -1.10
O13 5.68 -1.42 -2.26
C6 5.66 -2.24 -3.23
O14 6.03 -2.14 -4.42
O15 5.56 -1.74 0.17
C7 4.79 -1.19 1.06
O16 5.17 -0.82 2.17
C8 3.38 -1.12 0.46
O17 3.47 -1.58 -0.81
O18 2.37 -0.57 1.00
O19 -2.11 -0.75 -2.58
C9 -1.51 -1.78 -2.26
O20 -1.33 -2.92 -3.10
B3 -0.42 -3.87 -2.50
O21 -0.24 -3.42 -1.08
C10 -0.76 -2.12 -0.95
O22 -0.60 -1.49 0.04
O23 -0.85 -5.33 -2.68
C11 0.03 -6.03 -3.30
O24 -0.04 -7.22 -3.69
C12 1.19 -5.08 -3.55
O25 0.96 -3.95 -2.99
O26 2.32 -5.31 -4.04
O27 2.92 -1.93 -4.52
C13 2.60 -0.97 -3.89
O28 1.50 -0.73 -3.30
B4 1.50 0.64 -2.70
O29 2.87 1.15 -3.02
C14 3.42 0.38 -3.92
O30 4.49 0.72 -4.52
O31 1.12 0.60 -1.32
C15 0.11 1.32 -1.18
O32 -0.45 1.52 -0.11
C16 -0.38 1.88 -2.51
O33 0.41 1.34 -3.43
O34 -1.38 2.57 -2.71
Br1 -2.55 3.84 2.73
C17 -2.26 3.28 4.60
C18 -2.22 1.77 4.91
Br2 -1.81 1.57 6.84
H1 -2.93 3.85 5.24
H2 -1.25 3.62 4.85
H3 -1.47 1.28 4.30
H4 -3.08 1.12 4.73
Br3 0.24 6.24 3.45
C19 0.73 4.79 2.17
C20 1.96 5.29 1.31
Br4 2.25 4.04 -0.11
H5 -0.15 4.66 1.54
H6 0.87 3.84 2.69
H7 2.75 5.27 2.06
H8 1.74 6.30 0.98

Here is 2 unconnected molecules or ions with the total composition C4H10NO from OMol25. Energies are from ωB97M-V with the def2-TZVPD basis set.

The HOMO energy (alpha / beta) comes out at -0.559 / -0.559 Eh. The total charge is +1. For the LUMO energy (alpha / beta), the calculation gives -4.7 / -4.7 eV. Its spin multiplicity is 1.

Cartesian coordinates (Å):
C1 0.76 0.48 -0.06
C2 -0.56 -0.05 0.09
C3 1.99 -0.27 -0.54
C4 -1.89 0.57 -0.53
N1 0.17 0.37 1.30
O1 -0.93 -1.89 0.66
H1 0.82 1.48 -0.45
H2 2.83 -0.37 0.15
H3 2.32 0.44 -1.28
H4 1.91 -1.33 -0.89
H5 -2.78 0.19 -0.13
H6 -1.76 0.38 -1.65
H7 -1.75 1.61 -0.35
H8 0.62 -0.40 1.78
H9 -0.21 1.13 1.89
H10 -1.53 -2.36 0.02

Here is 3 unconnected molecules or ions with the total composition C2H5BCl2O3 from OMol25. Energies are from ωB97M-V with the def2-TZVPD basis set.

The HOMO energy comes out at -0.358 Eh. For the LUMO energy, the calculation gives 0.1 eV. Its spin multiplicity is 1.

Cartesian coordinates (Å):
C1 0.40 -0.08 0.62
C2 -0.68 -0.53 1.15
Cl1 -1.84 0.38 2.12
Cl2 -1.25 -2.16 0.87
H1 0.90 0.84 0.89
H2 1.15 -0.68 0.10
O1 -2.23 1.24 -1.13
B1 -3.08 1.83 -0.56
O2 -3.96 2.30 0.26
H3 -4.45 1.94 1.02
O3 3.28 -2.15 -2.76
H4 3.23 -2.06 -3.75
H5 4.00 -2.73 -2.56